1.
Entry from the OMol25 dataset: 9 unconnected molecules or ions with the total composition C33H76BFN5O24P2 (ωB97M-V/def2-TZVPD).

Geometry as XYZ:
```
142
Properties=species:S:1:pos:R:3:lowdin_charge:R:1
H -3.20682 20.94504 9.06087 0.06
H -15.36370 17.72265 14.78235 0.08
H -10.49447 24.97689 8.23856 0.09
C -2.44503 24.22882 7.04063 -0.14
O -3.66818 28.62279 13.72123 -0.18
H -7.80193 29.33117 3.97408 0.06
C -5.73342 27.38367 11.86236 -0.05
H -11.46896 26.41929 7.88827 0.08
O -8.77445 26.01390 13.03494 0.23
O -11.39951 25.31634 15.25097 0.09
H -2.08980 27.55608 14.69353 0.08
C -9.99310 25.66459 18.57965 -0.09
O -7.74857 23.92505 12.95676 0.16
H -4.48825 26.76731 14.25045 0.13
H -8.67789 27.62668 10.86044 0.12
H -6.79430 28.75436 17.74402 0.09
C -5.91057 27.89106 13.28633 -0.43
C -4.66736 27.84108 14.19527 -0.25
H -2.35119 27.25911 12.98940 0.09
H -4.36707 18.83100 9.08461 0.12
H -5.67515 29.73477 12.90313 0.07
O -8.39797 28.32167 18.90866 -0.23
H -8.22627 23.44570 2.99213 0.07
O -3.63907 24.87025 7.21133 -0.18
C -17.54166 21.70891 14.50269 -0.10
H -9.75177 28.28111 6.92794 0.11
O -10.62924 29.61767 18.39811 -0.25
H -6.46532 20.37738 10.37119 0.06
H -7.50180 23.70959 7.89716 0.05
C -13.31400 22.51104 16.04646 -0.10
C -3.92406 19.37014 11.18783 -0.21
C -6.01300 25.15276 8.93729 -0.04
H -7.40285 27.10686 17.60721 0.09
C -6.03762 24.91303 7.40697 -0.41
N -7.31079 24.31671 7.11291 0.08
C -4.80862 24.12868 6.99058 -0.20
O -10.21161 29.10798 10.63965 0.11
C -10.45462 26.04571 8.02844 -0.05
H -8.70791 24.55311 5.48562 0.04
C -9.40415 22.83909 4.65356 -0.42
H -7.91095 27.39107 5.46853 0.12
C -7.38604 23.33613 11.84444 -0.50
C -2.33524 28.04099 13.74868 -0.06
H -5.03350 24.00839 5.93083 0.12
H -11.93045 26.59087 21.13016 0.08
H -6.46723 18.78495 10.26300 0.05
O -10.39043 27.96424 20.46999 -0.23
C -8.66889 29.21033 4.62360 -0.08
B -9.02525 24.65310 12.79968 -0.99
H -4.72659 23.13776 7.43717 0.10
H -2.38730 23.82105 6.03143 0.08
O -6.35988 22.64747 11.68601 -0.06
O -10.35159 26.94758 18.09839 -0.24
H -13.73478 17.85608 15.47370 0.08
C -11.71790 27.61140 20.81167 -0.15
C -9.86856 27.49509 6.18186 -0.16
H -9.68594 25.22042 17.63284 0.09
F -7.86003 29.26357 8.88056 0.05
H -14.94187 18.76538 16.19234 0.08
C -8.02306 29.69495 10.17033 -0.32
C -9.64412 26.49071 13.95068 -0.30
O -16.49931 20.84842 15.02861 -0.24
C -9.33431 21.92580 5.91112 -0.18
H -8.67830 28.97217 12.04391 0.11
P -10.03320 28.32985 18.88841 0.52
C -8.21273 22.64346 3.72992 -0.07
O -8.60314 23.22379 9.66017 -0.02
H -17.07460 22.37117 13.77375 0.08
H -9.44135 21.11430 8.42058 0.08
H -8.07973 24.93615 7.32533 0.05
H -4.45059 21.74031 9.87474 0.07
H -1.62392 24.94322 7.09998 0.08
C -10.47726 25.29358 14.44216 -0.37
H -4.42015 18.53991 11.69053 0.11
C -1.89809 18.66989 12.05915 -0.11
C -4.63483 19.60799 9.80062 -0.41
H -2.34551 17.79397 12.52893 0.08
H -10.87587 20.44924 7.55115 0.07
H -8.21526 21.68346 3.21368 0.07
H -9.56266 29.54711 4.09839 0.07
C -8.49161 23.60320 10.82753 -0.48
H -7.03458 29.91985 10.57085 0.15
H -5.02314 28.19570 15.16261 0.12
N -9.55040 24.23693 5.02701 0.05
C -4.29331 20.94309 9.14825 -0.08
H -6.61884 27.16896 13.69256 0.13
H -10.89096 27.56332 5.81017 0.12
H -7.25573 22.72835 4.24474 0.07
H -11.03688 21.66174 8.71627 0.09
H -10.05738 26.64248 8.84951 0.08
H -12.52764 27.78894 20.10392 0.09
H -1.59241 28.75235 13.38775 0.08
H -8.36094 22.05716 6.38376 0.10
H -5.09398 25.68732 9.17762 0.07
H -4.80473 21.13678 8.20537 0.07
C -8.88222 28.68658 11.01194 -0.03
H -5.02918 27.99253 11.29540 0.08
N -9.19651 27.05366 3.70148 0.04
H -0.96561 18.28589 11.64548 0.08
H -5.89079 25.89211 6.95094 0.13
H -8.42110 29.86425 5.45972 0.06
O -9.37191 24.41603 11.37665 0.16
H -5.39999 26.35350 11.98760 0.09
P -14.91500 21.00050 14.52685 0.48
O -2.59012 19.11174 10.87795 -0.19
O -14.34297 19.48039 14.28575 -0.22
H -18.38590 21.14948 14.09970 0.08
H -10.32984 22.50211 4.18701 0.12
H -1.78704 19.49042 12.76802 0.09
C -8.83391 27.68589 4.96920 -0.39
O -8.87210 30.76657 10.17938 0.12
O -9.72976 26.22125 6.80489 -0.26
C -10.37483 21.34871 7.90894 -0.15
C -14.63429 18.41157 15.20831 -0.12
H -4.01327 20.23587 11.84409 0.13
O -10.00377 24.24248 13.79663 0.25
H -13.84471 23.24235 16.65607 0.09
O -11.09998 31.03247 9.89509 0.12
N -6.50505 29.20177 13.12056 0.06
H -8.42669 27.23963 3.07467 0.06
H -6.70599 29.41853 14.08635 0.07
H -10.14096 24.15441 5.84221 0.06
C -10.15441 30.30512 10.15863 -0.57
H -12.01601 28.09945 21.73959 0.08
H -8.19696 28.28787 16.74020 0.08
C -7.70109 28.15105 17.70119 -0.13
N -6.10115 19.61461 9.81831 0.03
O -9.76528 27.60545 14.49798 0.08
H -10.73487 25.04123 19.07894 0.09
H -6.86959 25.70788 9.31965 0.07
O -10.29431 22.34379 6.92816 -0.19
H -12.37835 22.21216 16.51906 0.09
H -9.35695 20.85195 5.72555 0.11
H -12.95010 22.99030 15.13763 0.08
H -9.10677 25.82378 19.19379 0.08
O -14.16095 21.38897 15.87434 -0.23
H -6.61142 27.33608 11.21820 0.05
H -9.26270 26.05880 3.86266 0.02
H -5.98150 24.18893 9.44536 0.07
O -14.60378 21.85466 13.36519 -0.22
H -18.02328 22.38311 15.21092 0.08
H -2.37675 23.43719 7.78679 0.09
```

Values from the calculation:
HOMO (spin up / spin down): 0.0481 / -0.1001 Eh
Spin multiplicity: 2
Net charge: -2
Gap between HOMO and LUMO (spin up / spin down): 2.154 / 6.187 eV


2.
Entry from the OMol25 dataset: 6 unconnected molecules or ions with the total composition C33H76ClFN2O8P (ωB97M-V/def2-TZVPD).

Geometry as XYZ:
```
122
Properties=species:S:1:pos:R:3:lowdin_charge:R:1
H 7.58602 -2.84948 2.08718 0.08
H -3.95113 -0.34800 -6.94384 0.08
H 5.99338 -5.47526 2.28508 0.11
H 1.97014 7.84654 5.45282 0.12
H -1.75943 2.16506 2.50199 0.06
H -4.14654 5.39133 1.67042 0.07
O -6.16827 -3.17983 -1.24506 -0.12
H -0.86039 0.26046 -3.93417 0.10
O 2.05069 7.34569 3.48410 -0.17
C -3.27609 -1.68839 1.66574 -0.19
H 2.02185 8.60431 1.83477 0.11
H -1.66264 -5.86770 1.19033 0.13
H -2.11436 -1.97415 -9.82372 0.07
H -5.88884 -3.91849 -0.61894 0.10
H 1.36480 -2.41832 3.88457 0.04
H -1.73479 -0.97517 -7.90621 0.11
O 2.08716 2.89266 -0.25023 -0.18
H 2.25759 10.11540 3.40955 0.07
H -5.27145 -2.10932 -2.89290 0.15
H -5.11454 -1.23101 -0.13146 0.15
H -1.74220 -5.28366 5.43518 0.06
H 3.93785 -5.76147 0.27458 0.06
H 1.67987 -3.37163 2.25372 0.05
O 1.52921 -5.24215 -0.17113 0.01
H 7.64916 -4.13122 0.87877 0.07
H 2.12386 4.23655 -1.77528 0.12
C -4.22256 -1.66000 -0.79905 -0.11
H -1.80734 -4.64489 -8.34785 0.12
C 1.27260 -3.46243 3.35423 -0.34
C -1.71280 -3.54188 2.24925 -0.48
C -1.11098 -1.59095 -0.80928 -0.10
C 4.98457 -3.86890 0.30171 -0.28
H -1.76603 -1.21422 -6.17147 0.10
C 2.59254 4.11086 -0.79289 -0.27
C -1.73286 -2.99068 -9.70282 -0.08
H 4.77234 -5.36016 -1.24854 0.08
Cl -0.97764 -0.96103 2.58292 0.70
H -3.39609 3.73999 0.42562 0.11
H 4.41324 3.28545 -1.61484 0.08
H 4.30841 8.00441 1.03265 0.08
O -4.37241 2.63111 1.88376 -0.17
H -2.06462 -3.57836 -10.56352 0.08
H 0.54783 0.35354 -2.57734 0.10
H -1.87847 -3.40500 5.51431 0.05
H -3.30372 -3.73139 -8.40130 0.11
H 2.03967 -4.17781 3.92112 0.08
H 5.68777 -5.92444 0.15330 0.07
H 0.03181 -2.13771 -2.83205 0.17
O 5.03182 -3.72517 1.71800 -0.18
H -1.66734 -0.58179 -0.49743 0.13
H -3.78296 -3.56453 0.37369 0.17
C -2.21317 -3.62904 -8.41016 -0.28
N -1.86834 -2.79833 -0.30173 -0.05
H 5.98780 -4.16962 3.45631 0.12
H -1.99999 3.91036 2.55813 0.07
H 2.12049 10.29720 5.16208 0.08
H 2.15210 6.88847 1.50860 0.10
H -4.12826 -1.98216 -6.25431 0.08
C 2.26386 3.53949 2.11977 -0.06
H -3.92789 3.72319 3.59110 0.11
C -0.91462 -1.52706 -2.43700 -0.32
C 1.85734 9.65576 4.31620 -0.08
H 2.73070 4.50539 1.91779 0.05
H -1.09117 3.20006 1.21919 0.07
C 2.50250 7.68229 2.17592 -0.28
C 4.84052 -5.31023 -0.15751 -0.08
H -1.45603 -5.50149 -0.73974 0.14
C -1.94553 3.05116 1.88561 -0.08
H -0.23471 -4.34142 6.07896 0.07
C -4.71159 3.63831 2.83206 -0.28
C -5.01052 4.98861 2.20245 -0.08
H -4.16636 -3.48000 -2.19417 0.11
C -1.10616 -3.64078 0.71360 -0.23
C 2.57363 2.52067 1.03575 -0.28
H 5.85852 -3.39571 -0.15637 0.11
H 0.04207 -3.33155 0.80873 0.13
C -3.25727 -2.50198 0.23244 -0.22
C -3.22146 2.87806 1.07863 -0.28
H 4.48374 6.83598 2.36732 0.08
H -4.36421 -1.67161 2.12424 0.16
O -2.11295 -1.85900 -3.22336 -0.11
H 4.62523 3.99874 -0.01691 0.07
H -4.16657 -1.74795 -7.99992 0.07
H -3.71807 -0.72293 -1.29050 0.12
H -2.66005 -4.26567 2.31009 0.14
C 0.48687 -5.81847 0.43268 -0.16
C -1.08425 -5.25876 0.34311 -0.03
H -3.00861 -0.55407 1.40797 0.10
H -0.01828 -1.48074 -0.34142 0.16
N -2.21403 -2.16647 2.63224 -0.53
H 3.48420 8.26399 4.67187 0.11
H 3.64655 2.31054 0.98860 0.11
H -1.99585 -2.70055 -3.76238 0.13
H 0.76665 9.63481 4.21778 0.08
C -1.12039 -4.27495 5.29162 -0.31
C 7.47641 -3.92909 1.93839 -0.08
H -2.01135 -3.43284 -1.14433 0.17
C -4.94213 -2.65289 -1.90522 -0.21
F 0.79428 -7.08617 1.19525 -0.04
H -5.82658 4.89914 1.47364 0.09
C -2.18436 -1.58159 -7.11396 -0.28
H 4.42210 8.56396 2.70464 0.07
H -1.31798 0.77115 -2.17718 0.09
H 8.25537 -4.44229 2.50941 0.08
P -0.44307 -4.28739 3.50537 0.89
H 2.08676 1.57497 1.29432 0.11
H 1.18157 3.71073 2.18645 0.07
H -0.63916 -2.93315 -9.71786 0.08
H -5.60804 3.28906 3.35422 0.12
C -3.69296 -1.40280 -7.07892 -0.08
H 4.11327 -3.30275 -0.04262 0.11
C -0.57297 0.07142 -2.79105 -0.05
H -5.30015 5.71363 2.96923 0.08
H -3.10566 2.01022 0.41986 0.10
H 2.62603 3.18839 3.09088 0.09
C 4.01465 7.78060 2.06275 -0.08
O -1.77535 -2.94005 -7.24075 -0.18
C 2.39822 8.25175 4.52918 -0.28
C 4.10189 4.11349 -0.96898 -0.08
H 2.26424 4.95983 -0.18353 0.10
H 4.43047 5.05341 -1.42153 0.08
C 6.10030 -4.39007 2.38894 -0.28
```

Values from the calculation:
HOMO: -0.3970 Eh
Spin multiplicity: 1
Net charge: +1
Gap between HOMO and LUMO: 7.805 eV


3.
Entry from the OMol25 dataset: 6 unconnected molecules or ions with the total composition C33H78FO6Si (ωB97M-V/def2-TZVPD).

Geometry as XYZ:
```
119
Properties=species:S:1:pos:R:3:lowdin_charge:R:1
H 8.89833 0.35665 -0.51519 0.07
H -6.24398 0.28502 1.73689 0.08
H -1.62332 -1.07708 1.84209 0.03
H -10.99399 -5.51416 -0.45276 0.11
C 3.17933 5.72319 3.69849 -0.28
C -7.96836 3.83586 -1.27768 -0.08
H -6.70006 1.47260 -4.15781 0.12
C -10.09161 -5.60895 0.16107 -0.28
H 10.48506 0.00923 -1.19771 0.06
H 2.86817 -0.03404 0.17163 0.07
C 5.81533 -0.92405 -0.20549 -0.24
C 0.70803 0.67049 1.74503 -0.18
C -6.68728 -0.37399 0.98669 -0.08
Si 0.08800 -0.31836 0.22304 0.46
H 11.99520 1.62297 -2.88480 0.06
H -7.14195 0.23517 0.20284 0.06
O 9.59879 2.60609 -1.80547 -0.16
H 1.41970 -3.33501 1.55395 0.05
C 9.43423 0.17825 -1.44905 -0.08
H -1.07370 -2.51844 0.87765 0.03
H 3.54089 -4.61188 -0.33986 0.10
H -6.63739 2.50638 -0.26416 0.10
H -10.97393 -6.85421 1.68627 0.08
O 1.31088 -1.20127 -0.56836 -0.25
C -10.12957 -6.87818 0.99490 -0.08
H -7.80440 -6.26770 -2.12397 0.12
C -9.85365 -6.55790 -2.65794 -0.08
H 9.84464 1.20401 -3.31438 0.10
H 6.73694 -0.98012 -0.85504 0.06
H 11.15039 2.04656 -0.55599 0.11
C -5.63573 -1.29600 0.39488 -0.27
C 3.27512 4.37216 3.01184 -0.08
H -9.59790 -7.26020 -3.45338 0.08
H 5.80728 1.10090 3.52956 0.06
C -5.53391 3.25420 -3.96759 -0.08
C 3.00668 -3.67372 -0.02677 -0.22
H 2.82104 5.57626 4.71940 0.12
O -8.93164 -5.49600 -0.64382 -0.17
H 4.04270 3.75409 3.48145 0.08
H -5.55571 4.22271 -3.46311 0.07
H 0.08397 1.80350 -1.11373 0.03
H -4.89332 -3.31183 2.89925 0.12
C 9.27012 1.35531 -2.39333 -0.27
C -6.69928 3.00203 -1.23460 -0.28
C 5.05165 0.98501 1.49212 -0.26
H 3.36707 7.17874 1.33266 0.07
C 4.13880 -2.66729 0.37725 -0.35
H -7.48503 -0.93713 1.47670 0.07
H -1.58396 1.36585 -0.59505 0.03
H 4.13187 -0.33878 -2.25434 0.09
H 6.17385 -0.44747 2.69459 0.06
H 1.57878 -5.07479 0.91206 0.06
C 3.61424 -1.13016 -1.64443 -0.21
H 1.19125 0.00050 2.50079 0.04
H 8.22185 1.42523 -2.68906 0.12
H 5.33984 5.79680 2.05060 0.11
H -0.08645 1.31972 2.17971 0.03
H -5.60428 -4.52607 0.81172 0.09
H -10.23657 -7.76664 0.36870 0.07
H -6.08250 -1.99215 -0.32302 0.11
C 11.95900 2.63631 -2.47974 -0.09
H 2.40667 -3.36691 -0.90885 0.08
H -8.60498 -7.47977 -1.14346 0.11
H -7.99822 4.52739 -0.43366 0.08
C 4.27486 7.65429 1.70988 -0.09
C 5.07364 6.71024 2.59232 -0.28
H -5.55093 3.43844 -5.04328 0.08
H 7.14803 1.10541 2.33401 0.07
H 12.95618 2.88290 -2.10895 0.07
H 11.71014 3.30936 -3.30304 0.08
C -6.31210 -4.00050 1.45543 -0.08
H 3.97167 8.54110 2.27070 0.08
H 2.31851 3.84896 3.06376 0.08
C 2.50795 -0.42493 -0.80651 -0.27
H -10.01912 -5.57133 -3.09555 0.08
H 11.00067 3.75317 -0.92826 0.11
H -5.80949 3.63482 -1.31845 0.11
H 6.42631 1.16966 -0.15108 0.09
H 4.97858 2.11129 1.45890 0.08
H 2.17531 0.49416 -1.38975 0.10
C -5.61911 -2.87784 2.20854 -0.28
O -6.66703 1.97092 -2.20633 -0.17
H 4.99220 -3.31313 0.73029 0.11
H 4.86998 7.96570 0.84946 0.07
H -7.11416 -3.62183 0.81834 0.06
O -4.88826 -2.00230 1.36966 -0.17
C 2.10973 -4.12884 1.20314 -0.12
H -7.66271 2.88666 -3.77548 0.11
H -4.59118 2.76997 -3.70627 0.08
H -2.26176 -1.31500 0.19009 0.02
H -0.80545 0.42222 -1.97619 0.04
H 1.53816 1.33707 1.37921 0.02
H 4.03968 0.62260 1.77179 0.07
H 4.72550 1.05825 -0.65977 0.09
H 2.84233 -4.45145 1.99026 0.07
C -8.74409 -6.50431 -1.62186 -0.28
H 2.44502 6.36621 3.20027 0.10
O 4.42580 6.39128 3.81148 -0.16
H -8.02919 4.42625 -2.19449 0.06
H -6.75168 -4.71440 2.15512 0.07
H -4.91487 -0.69484 -0.16263 0.12
H -9.20648 -6.98987 1.56703 0.08
C -0.62951 0.94886 -1.00740 -0.19
C -1.34554 -1.43917 0.82125 -0.17
F 3.80326 -1.82319 1.50459 -0.11
C -6.71210 2.38620 -3.56041 -0.28
C 6.15556 0.65710 2.55901 -0.12
H 6.15036 -1.35878 0.77547 0.08
H 3.18846 -1.85565 -2.38650 0.09
H -6.33332 -2.31480 2.82015 0.10
H 6.01347 7.19394 2.86624 0.12
H -8.85155 3.19441 -1.24242 0.08
C 5.47394 0.57951 0.00952 -0.21
H 3.54046 4.47694 1.95790 0.07
H -10.07995 -4.74732 0.83162 0.12
C 10.93441 2.75395 -1.36394 -0.29
H -10.79855 -6.88333 -2.21722 0.06
H 9.04973 -0.73376 -1.90731 0.08
C 4.75519 -1.90427 -0.86250 -0.26
```

Values from the calculation:
HOMO: -0.0636 Eh
Spin multiplicity: 1
Net charge: -1
Gap between HOMO and LUMO: 3.685 eV